No. 1
Computed, not measured: C17H22N2O4 in the gas phase in a non-equilibrium geometry, with ωB97M-V with the def2-TZVPD basis set.

Last column: natural (NBO) charge in e.
Geometry (Å):
O: -3.26582 0.35543 0.52329  -0.58
O: 2.34792 1.80191 -1.36303  -0.61
N: 0.17839 -1.33188 -0.62871  -0.57
O: -1.05956 0.39618 0.44767  -0.46
O: 1.33299 3.69398 -0.54186  -0.50
C: -2.21627 -0.14839 0.10598  0.78
C: 1.81157 2.42765 -0.43754  0.78
C: 0.07315 -0.25545 0.09156  0.71
C: -0.91969 -2.86935 -2.13574  -0.28
C: -3.26585 -2.88564 -2.42180  -0.25
C: -0.97213 -1.85224 -1.17701  0.27
C: -2.21896 -1.32357 -0.85280  -0.27
C: -2.04845 -3.38990 -2.76804  0.04
C: -3.36884 -1.82595 -1.47827  0.09
N: 1.29688 0.18862 0.50050  -0.59
C: 1.25699 4.12209 -1.91871  -0.27
C: -1.96248 -4.45068 -3.82913  -0.63
C: -4.75825 -1.36780 -1.16840  -0.64
C: 1.51281 1.83125 4.02152  -0.61
C: 3.74566 0.75143 3.90451  -0.60
C: 2.44150 0.95444 3.19728  -0.23
C: 2.72222 1.61435 1.83904  -0.39
C: 1.51319 1.61968 0.86807  -0.15
H: 0.06504 -3.33701 -2.29490  0.22
H: -4.14838 -3.29391 -2.85479  0.21
H: 1.99680 -0.21551 -0.11206  0.44
H: 0.96363 5.18373 -1.89222  0.20
H: 0.49922 3.51918 -2.49602  0.20
H: 2.22353 4.08103 -2.45000  0.21
H: -2.72978 -4.28606 -4.61460  0.22
H: -0.97876 -4.42310 -4.29995  0.22
H: -2.10639 -5.44961 -3.43272  0.23
H: -4.88742 -1.47520 -0.06928  0.24
H: -4.92866 -0.31094 -1.43919  0.23
H: -5.50693 -1.98747 -1.69469  0.21
H: 0.50460 1.78683 3.58965  0.21
H: 1.93527 2.82079 4.02711  0.20
H: 1.54357 1.47291 5.05725  0.21
H: 3.58208 0.34146 4.93023  0.21
H: 4.24460 1.68255 4.08608  0.20
H: 4.37573 0.05003 3.34949  0.21
H: 1.98219 -0.05531 3.14358  0.21
H: 3.00981 2.69177 1.94896  0.21
H: 3.56577 1.07208 1.37348  0.22
H: 0.61747 2.07560 1.36617  0.24

SMILES = COC(=O)[C@H](CC(C)C)Nc1nc2cc(C)cc(C)c2c(=O)o1
Electronic energy = -29156.5854 eV
Kohn-Sham gap = 8.83 eV
Energy relative to the best compared isomer or geometry (same formula, charge and spin) = 149.2 kJ/mol
Molar mass = 318.4 g/mol

No. 2
Computed, not measured: C17H22N4O4S2 in the gas phase in a non-equilibrium geometry, with ωB97M-V with the def2-TZVPD basis set.

Last column: natural (NBO) charge in e.
Geometry (Å):
O: -2.31387 -1.11873 -2.53568  -0.54
O: 1.77973 3.76746 1.22164  -0.91
O: 2.39173 1.83975 2.56162  -0.90
N: -0.08295 0.01826 -1.12085  -0.26
N: 1.11139 0.60546 -0.80279  -0.21
O: -5.13597 -0.49034 -0.54089  -0.52
S: -0.59398 1.42482 1.00176  0.42
C: -2.94847 -0.63987 -1.63680  0.65
C: -1.07388 0.35120 -0.34031  0.23
C: 0.96855 1.38370 0.27596  -0.29
C: -4.71352 -2.82010 0.21702  -0.33
C: -5.98381 -1.18034 1.45157  -0.27
C: -4.83222 -3.73597 1.27285  -0.18
C: -6.19456 -2.10592 2.45755  -0.20
C: -5.25930 -1.53293 0.32746  0.34
C: -5.64352 -3.41338 2.38981  -0.04
N: -2.42383 0.07897 -0.58478  -0.63
N: 3.74071 2.27222 0.31781  -0.61
C: -4.44808 -0.74022 -1.78785  -0.16
C: -5.82703 -4.34355 3.60156  -0.63
C: 7.12743 1.65660 -2.33129  -0.60
C: 4.41048 0.96647 0.41599  -0.23
C: 3.66851 2.89109 -0.98684  -0.25
C: 5.77782 1.03089 -0.29710  -0.40
C: 5.05003 2.99671 -1.67108  -0.40
C: 5.70669 1.59958 -1.73752  -0.21
S: 2.21523 2.35166 1.20241  2.20
H: -4.09070 -3.10962 -0.65188  0.23
H: -6.40761 -0.17812 1.57560  0.22
H: -4.28871 -4.69608 1.24634  0.22
H: -6.83115 -1.81408 3.29765  0.21
H: -3.08019 0.40812 0.12452  0.43
H: -4.66144 -1.70354 -2.23207  0.22
H: -4.72123 0.04240 -2.49531  0.23
H: -4.86780 -4.46106 4.13315  0.22
H: -6.57048 -3.89630 4.27823  0.21
H: -6.20324 -5.30472 3.28662  0.22
H: 7.14407 2.13629 -3.31263  0.21
H: 7.48928 0.63524 -2.48548  0.21
H: 7.82549 2.16726 -1.65464  0.20
H: 4.58631 0.68467 1.45070  0.23
H: 3.81350 0.21076 -0.04643  0.19
H: 3.17658 3.86509 -0.95053  0.24
H: 2.99544 2.27059 -1.63218  0.19
H: 6.16065 -0.00803 -0.32423  0.22
H: 6.42552 1.62291 0.31457  0.21
H: 4.83254 3.36344 -2.68024  0.22
H: 5.72982 3.68629 -1.15826  0.21
H: 5.07006 0.96499 -2.42474  0.20

SMILES = Cc1ccc(OCC(=O)Nc2nnc(S(=O)(=O)N3CCC(C)CC3)s2)cc1
Electronic energy = -53804.7543 eV
Kohn-Sham gap = 8.51 eV
Energy relative to the best compared isomer or geometry (same formula, charge and spin) = 307.0 kJ/mol
Molar mass = 410.5 g/mol

No. 3
Computed, not measured: an isolated ion of composition C17H22NO3 and charge +1 in a non-equilibrium geometry, with ωB97M-V with the def2-TZVPD basis set.

Last column: natural (NBO) charge in e.
Geometry (Å):
O: -4.21312 -3.00326 -2.05036  -0.64
O: -2.45134 -3.75324 0.09174  -0.74
O: 0.48393 -2.67106 0.78888  -0.72
C: 1.72451 1.98415 1.16945  -0.29
C: 1.44150 0.79367 0.36175  0.08
C: 3.00671 2.50579 1.29951  -0.08
C: 0.11647 0.37458 0.29152  -0.30
C: -3.98243 -0.69605 -2.60429  -0.16
C: -3.29018 0.52062 -2.46415  -0.19
C: -3.51991 -1.85583 -2.03178  0.31
C: -2.07523 0.49344 -1.78704  0.04
C: -2.29485 -1.78176 -1.33823  0.20
N: -1.59861 -0.64946 -1.25142  -0.24
C: 2.49250 0.12021 -0.45257  -0.67
C: 2.27649 4.73266 2.52819  -0.40
C: 2.82349 3.81154 3.60206  -0.39
C: 3.33143 3.70710 2.13541  -0.29
C: -0.62836 -3.67939 -1.59858  -0.64
C: -0.37673 -0.82111 -0.50514  -0.10
C: -1.55753 -2.90061 -0.61843  0.21
C: -0.72040 -2.04326 0.36354  0.10
H: -3.89135 -3.58934 -1.29938  0.53
H: -1.96911 -4.34361 0.71853  0.51
H: 0.84997 -2.29103 1.60700  0.50
H: 0.89458 2.50467 1.69156  0.22
H: 3.90995 2.14323 0.80106  0.22
H: -0.62879 0.91263 0.87193  0.21
H: -4.90442 -0.74201 -3.15366  0.26
H: -3.61029 1.47312 -2.87814  0.26
H: -1.56099 1.43993 -1.72470  0.25
H: 2.22239 -0.93050 -0.63136  0.22
H: 2.59986 0.69338 -1.37734  0.24
H: 3.43395 0.08169 0.06147  0.24
H: 1.25928 4.62359 2.18090  0.21
H: 2.57323 5.74659 2.54142  0.22
H: 2.20896 3.02384 3.99643  0.22
H: 3.51867 4.24001 4.31916  0.23
H: 4.25238 4.19620 1.89584  0.23
H: 0.05897 -2.95990 -2.06694  0.22
H: -1.20897 -4.18862 -2.36329  0.24
H: -0.02588 -4.42493 -1.09705  0.25
H: 0.37853 -1.08600 -1.23401  0.24
H: -1.34927 -1.71169 1.21049  0.20

SMILES = CC(/C=C/C1CC1)=C\[C@H]1[C@H](O)[C@@](C)(O)c2c(O)ccc[n+]21
Total charge = +1
Electronic energy = -25610.5566 eV
Kohn-Sham gap = 7.19 eV
Energy relative to the best compared isomer or geometry (same formula, charge and spin) = 260.4 kJ/mol
Molar mass = 288.4 g/mol

No. 4
Computed, not measured: C17H23AuNO4P2S2 as an isolated structure, with ωB97M-V with the def2-TZVPD basis set.

Last column: Mulliken spin population.
Geometry (Å):
Au: -0.76605 0.97821 -0.29927  0.33
C: 0.86767 5.36435 -2.17119  0.00
C: 2.10474 4.95911 -1.40374  0.00
O: 1.80996 4.59112 -0.03621  0.00
P: 1.08258 3.22085 0.33200  -0.01
S: 1.70183 1.72158 -0.83971  0.21
S: -0.90634 3.35013 0.32851  0.12
O: 1.53830 3.04896 1.84428  0.00
C: 2.93400 2.88193 2.17075  0.00
C: 3.02081 2.49005 3.62475  0.00
H: 1.16459 5.73138 -3.15512  0.00
H: 0.32763 6.15634 -1.65235  0.00
H: 0.19364 4.51986 -2.30955  0.00
H: 2.80695 5.78528 -1.31061  0.00
H: 2.60967 4.12290 -1.89094  0.00
H: 3.44708 3.82593 1.97797  0.00
H: 3.35664 2.11413 1.51887  0.00
H: 2.57033 3.25524 4.25575  0.00
H: 4.06582 2.37158 3.91350  0.00
H: 2.50197 1.54780 3.79985  0.00
O: -3.29613 -0.71420 -0.02411  0.03
N: -3.75788 0.27328 -0.55616  0.05
O: -2.95645 1.21618 -0.82675  0.17
C: 1.37948 -1.69631 -0.47441  0.00
P: -0.39429 -1.31287 -0.34016  0.07
C: -1.10349 -2.20620 -1.74306  0.00
C: -1.84088 -1.52235 -2.70260  0.00
C: -2.33657 -2.19613 -3.80950  0.00
C: -2.09992 -3.55375 -3.95990  0.00
C: -1.36381 -4.24298 -3.00448  0.00
C: -0.86455 -3.57121 -1.90102  0.00
C: -0.88006 -2.16798 1.18066  0.00
C: -0.16002 -1.89000 2.34176  0.01
C: -0.49491 -2.50528 3.53686  0.00
C: -1.55490 -3.40021 3.58026  0.01
C: -2.28290 -3.66792 2.43053  0.00
C: -1.95286 -3.05095 1.23302  0.00
H: 1.54838 -2.77161 -0.42448  0.00
H: 1.92262 -1.20026 0.32848  0.00
H: 1.74632 -1.30651 -1.42352  0.00
H: -2.03996 -0.46507 -2.57654  0.00
H: -2.91566 -1.65898 -4.54880  0.00
H: -2.49199 -4.07899 -4.82119  0.00
H: -1.18073 -5.30338 -3.11882  0.00
H: -0.29819 -4.11552 -1.15412  0.00
H: 0.65655 -1.17692 2.31939  0.00
H: 0.06655 -2.28112 4.43435  0.00
H: -1.81958 -3.88065 4.51318  0.00
H: -3.12129 -4.35116 2.46564  0.00
H: -2.54472 -3.23771 0.34793  0.00

Electronic energy = -71623.4503 eV
Kohn-Sham gap (alpha / beta) = 7.75 / 6.84 eV
Energy relative to the best compared isomer or geometry (same formula, charge and spin) = 0.0 kJ/mol
Molar mass = 628.4 g/mol
Spin multiplicity = 2

No. 5
Computed, not measured: C17H23BN2O3SW as an isolated structure, with ωB97M-V with the def2-TZVPD basis set.

Last column: Mulliken spin population.
Geometry (Å):
W: 0.51536 -0.25593 0.35862  0.82
C: -1.13828 -1.29228 1.50918  -0.11
C: -0.49694 -0.34608 2.37769  0.08
C: -1.01035 0.96403 2.04525  -0.05
C: -2.00576 0.82520 1.07307  0.18
C: -1.97593 -0.52969 0.62705  0.02
C: -2.91632 -1.10935 -0.38284  -0.01
C: -2.83767 1.92592 0.49568  0.00
C: -0.60902 2.23551 2.72370  -0.01
C: 0.18965 -0.67977 3.66841  0.00
C: -1.15105 -2.78269 1.66350  0.00
H: -3.86013 -1.39126 0.09572  0.00
H: -2.50282 -1.99613 -0.85858  0.00
H: -3.14108 -0.39140 -1.17278  0.00
H: -3.77503 2.03761 1.05210  0.02
H: -3.09486 1.73204 -0.54609  0.00
H: -2.31498 2.88302 0.53262  0.00
H: -1.25638 2.45362 3.57968  0.00
H: -0.66840 3.07933 2.03378  0.00
H: 0.41924 2.17269 3.07869  0.00
H: -0.53762 -0.71960 4.48679  0.00
H: 0.93525 0.07276 3.93370  0.00
H: 0.69192 -1.64415 3.61357  0.00
H: -1.28033 -3.27104 0.69749  0.00
H: -1.96587 -3.10609 2.32177  0.00
H: -0.21003 -3.13822 2.08524  0.00
O: 2.17788 -0.03067 -0.92960  0.00
N: 2.27939 0.95446 -1.82580  0.02
C: 3.46043 1.08155 -2.46126  0.00
C: 3.65115 2.03019 -3.42484  0.00
C: 2.57913 2.87485 -3.75040  0.00
C: 1.38723 2.73164 -3.09480  -0.01
C: 1.21034 1.75660 -2.09287  -0.02
S: -0.22094 1.52792 -1.21822  0.04
H: 4.20201 0.36720 -2.13705  0.00
H: 4.60761 2.10982 -3.91941  0.00
H: 2.69102 3.63216 -4.51511  0.00
H: 0.53728 3.36046 -3.31844  0.00
B: -0.60096 -3.57344 -3.00609  0.00
C: -0.20628 -2.50183 -1.91906  0.01
N: 0.04809 -1.71515 -1.11235  0.00
H: 0.19373 -3.48218 -3.92029  0.00
H: -1.72808 -3.30389 -3.37537  0.00
H: -0.55395 -4.66991 -2.48257  0.00
O: 2.13446 -1.32855 1.50634  0.00
C: 2.60146 -0.22036 1.86878  0.00
O: 2.01816 0.85840 1.57586  0.00
H: 3.52827 -0.18731 2.45953  0.00

Total charge = -1
Electronic energy = -40463.7547 eV
Kohn-Sham gap (alpha / beta) = 5.17 / 5.43 eV
Energy relative to the best compared isomer or geometry (same formula, charge and spin) = 35.7 kJ/mol
Molar mass = 530.1 g/mol
Spin multiplicity = 2